This record from the Open Molecules 2025 dataset describes 12 unconnected molecules or ions with the total composition C62H142F15N7O24 in a non-equilibrium geometry. The level of theory is the ωB97M-V functional and the def2-TZVPD basis.

Values from the calculation:
Maximum force (Eh/bohr): 0.1199
2S+1: 1
Gap between HOMO and LUMO (eV): 2.1
Charge: +2
Calculated total energy (eV): -166880.8429

Cartesian coordinates (Å):
1 C 1.9525 -0.0588 0.4783
2 O 0.9237 0.1960 -0.4186
3 O 1.5153 0.6450 1.6807
4 C 2.1559 -1.6199 0.7665
5 F 3.2824 -1.7574 1.4823
6 F 1.2371 -2.4404 1.3097
7 F 2.5114 -2.1909 -0.3819
8 C 1.2367 0.6204 -1.7207
9 C -0.0888 1.1243 -2.2445
10 H -0.5363 1.8816 -1.6008
11 H -0.0008 1.5146 -3.2584
12 H -0.7726 0.2759 -2.2718
13 H 1.7234 -0.1554 -2.3116
14 H 1.9917 1.4056 -1.6828
15 H 2.9054 0.3632 0.1591
16 C -4.1930 7.3587 0.1898
17 O -3.2837 8.3002 -0.4588
18 O -3.3601 6.5603 1.0402
19 C -5.5945 8.0098 0.6032
20 F -6.1002 7.4583 1.7221
21 F -5.4596 9.3257 0.7025
22 F -6.5118 7.8198 -0.3844
23 C -3.4799 8.8209 -1.8285
24 C -2.2731 9.7483 -2.0073
25 H -2.2538 10.0210 -3.0625
26 H -2.1273 10.6158 -1.3637
27 H -1.3303 9.2193 -1.8678
28 H -4.4112 9.3872 -1.8354
29 H -3.3908 7.9428 -2.4681
30 H -4.4415 6.6317 -0.5834
31 C 9.8007 -1.4624 -0.5254
32 O 10.4673 -2.5042 -1.2244
33 O 9.7549 -1.9638 0.8013
34 C 10.6188 -0.1026 -0.5428
35 F 10.4594 0.6379 -1.6374
36 F 10.2687 0.7517 0.4516
37 F 11.9294 -0.2783 -0.5070
38 C 10.0534 -2.5891 -2.6603
39 C 11.0791 -3.5297 -3.4253
40 H 11.0567 -3.2044 -4.4654
41 H 12.0896 -3.4737 -3.0205
42 H 10.8140 -4.5843 -3.3499
43 H 10.1281 -1.6859 -3.2659
44 H 9.0574 -3.0169 -2.7743
45 H 8.8106 -1.2677 -0.9376
46 C -5.7447 3.9105 -8.0242
47 O -7.0528 4.4837 -8.0448
48 O -5.8248 2.6652 -8.6213
49 C -4.6112 4.9262 -8.4698
50 F -4.9870 5.4401 -9.6591
51 F -4.4471 5.9672 -7.6346
52 F -3.3893 4.4218 -8.6520
53 C -7.3080 5.6918 -7.2963
54 C -8.8317 5.6966 -7.0882
55 H -9.4468 5.4768 -7.9607
56 H -9.1313 4.8475 -6.4739
57 H -9.2585 6.6012 -6.6549
58 H -7.0978 6.6084 -7.8473
59 H -6.9113 5.7040 -6.2811
60 H -5.5279 3.9149 -6.9560
61 C -2.9705 -8.9643 -5.3291
62 O -2.7862 -7.5794 -4.9585
63 O -2.6689 -9.8180 -4.2028
64 C -4.3713 -9.0084 -6.0388
65 F -4.9041 -10.1887 -6.2410
66 F -5.2206 -8.3445 -5.2923
67 F -4.3506 -8.3822 -7.2179
68 C -1.3674 -7.1673 -5.1443
69 C -1.2976 -5.7263 -4.6917
70 H -0.4096 -5.2377 -5.0927
71 H -2.1634 -5.1613 -5.0373
72 H -1.1408 -5.7068 -3.6133
73 H -0.9912 -7.1335 -6.1668
74 H -0.6378 -7.7874 -4.6234
75 H -2.2863 -9.2152 -6.1397
76 C -7.6877 0.6165 5.7834
77 O -6.3868 0.2234 5.3397
78 C -6.0966 0.3695 3.9589
79 C -4.7577 -0.3342 3.5601
80 N -3.5797 0.3925 4.2080
81 H -2.6581 0.0869 3.9300
82 H -3.7282 1.3386 3.8872
83 C -3.4226 0.4040 5.7392
84 C -3.6460 -1.0369 6.3142
85 O -2.6785 -2.0025 5.7830
86 C -2.7330 -3.2351 6.4613
87 H -7.7255 0.5279 6.8691
88 H -8.4509 -0.0057 5.3158
89 H -7.9448 1.5727 5.3278
90 H -6.0143 1.4003 3.6142
91 H -6.9314 -0.0162 3.3737
92 H -4.5248 -0.3559 2.4955
93 H -4.7261 -1.3335 3.9942
94 H -4.1919 1.1052 6.0628
95 H -2.4657 0.8899 5.9299
96 H -4.6650 -1.4017 6.1859
97 H -3.5199 -1.0061 7.3964
98 H -3.7977 -3.4183 6.6061
99 H -2.3712 -3.1553 7.4864
100 H -2.3010 -4.0790 5.9235
101 C 11.5658 9.7913 -8.4564
102 O 10.2115 9.4856 -8.3201
103 C 9.3010 10.5392 -7.9867
104 C 7.8356 10.0307 -7.8171
105 N 6.9545 11.0321 -6.9755
106 H 7.2267 11.0467 -6.0030
107 H 7.2097 11.8806 -7.4602
108 C 5.4100 11.0310 -7.1124
109 C 4.8254 9.5676 -6.6932
110 O 5.4329 8.5023 -7.3978
111 C 4.5280 7.3480 -7.4331
112 H 12.1661 8.8982 -8.6297
113 H 11.8783 10.2242 -7.5061
114 H 11.7839 10.4875 -9.2663
115 H 9.2810 11.2573 -8.8064
116 H 9.6544 10.9245 -7.0303
117 H 7.7439 9.0939 -7.2676
118 H 7.4027 9.8198 -8.7950
119 H 5.2621 11.3066 -8.1565
120 H 4.9545 11.8507 -6.5567
121 H 3.7411 9.6390 -6.7792
122 H 5.0514 9.4962 -5.6293
123 H 4.4122 6.9302 -6.4331
124 H 4.9330 6.4989 -7.9836
125 H 3.6179 7.6305 -7.9624
126 C 6.6149 3.2651 8.8839
127 O 6.0968 3.2236 7.5869
128 C 6.5740 2.1339 6.7487
129 C 6.2586 0.6512 7.1198
130 N 4.7363 0.5803 7.4958
131 H 4.4059 1.2964 8.1268
132 H 4.2264 0.7840 6.6481
133 C 4.3072 -0.7278 7.9763
134 C 4.9134 -1.1828 9.3026
135 O 6.1065 -1.9441 9.1703
136 C 6.5988 -2.5407 10.3750
137 H 6.4703 2.3234 9.4134
138 H 6.0495 4.0212 9.4287
139 H 7.6782 3.5016 8.9219
140 H 7.5849 2.3713 6.4172
141 H 6.1857 2.2756 5.7401
142 H 6.8774 0.4019 7.9818
143 H 6.7186 0.0066 6.3709
144 H 4.5617 -1.4105 7.1656
145 H 3.2574 -0.4879 8.1454
146 H 4.1067 -1.7577 9.7573
147 H 5.0300 -0.3341 9.9766
148 H 5.9663 -3.3304 10.7804
149 H 6.7202 -1.7762 11.1424
150 H 7.6023 -2.8587 10.0922
151 C 4.8871 5.6692 -1.0309
152 O 3.6978 6.2330 -0.6104
153 C 3.6611 6.4467 0.7929
154 C 2.2237 6.6664 1.1531
155 N 1.7186 6.3290 2.5513
156 H 0.7136 6.4027 2.6193
157 H 1.8577 5.3304 2.6104
158 C 2.4026 6.9101 3.8227
159 C 1.9524 8.3429 4.0904
160 O 0.5816 8.4696 4.1705
161 C 0.0274 9.5800 3.5112
162 H 5.0823 4.6758 -0.6270
163 H 5.7838 6.2456 -0.8036
164 H 4.9451 5.6073 -2.1176
165 H 4.4233 7.1813 1.0527
166 H 3.9232 5.4455 1.1348
167 H 1.5681 6.1220 0.4735
168 H 1.9057 7.7054 1.0664
169 H 3.4444 6.8598 3.5063
170 H 2.2806 6.2105 4.6496
171 H 2.3734 8.9457 3.2857
172 H 2.2871 8.7678 5.0368
173 H 0.5174 10.5419 3.6618
174 H -1.0225 9.7129 3.7718
175 H -0.1452 9.3236 2.4659
176 C -8.6043 -13.3351 3.5145
177 O -7.7346 -12.6057 2.7091
178 C -7.8218 -12.9473 1.3463
179 C -7.1044 -11.9630 0.3390
180 N -5.6263 -11.8502 0.7765
181 H -5.1936 -12.7361 0.9955
182 H -5.0971 -11.6140 -0.0508
183 C -5.3381 -10.8018 1.8248
184 C -3.9229 -10.8391 2.4323
185 O -2.8853 -10.6302 1.4941
186 C -2.6032 -9.2457 1.1840
187 H -8.0203 -14.1493 3.9436
188 H -9.5259 -13.6338 3.0148
189 H -8.9421 -12.6840 4.3207
190 H -8.8604 -13.0759 1.0415
191 H -7.3289 -13.9140 1.2427
192 H -7.5077 -10.9563 0.4484
193 H -7.0443 -12.3819 -0.6655
194 H -6.0315 -10.9465 2.6532
195 H -5.4934 -9.7922 1.4443
196 H -3.6712 -11.8163 2.8445
197 H -3.6805 -10.1679 3.2563
198 H -3.3643 -8.6183 0.7199
199 H -1.6734 -9.1004 0.6342
200 H -2.2871 -8.8244 2.1383
201 C 4.5294 -8.4647 3.8653
202 O 5.1862 -7.2800 3.7790
203 C 6.6335 -7.1616 4.0749
204 C 7.5265 -7.9730 3.1577
205 N 7.7668 -7.2545 1.8200
206 H 7.9629 -6.2820 2.0095
207 H 8.6463 -7.5294 1.4064
208 C 6.7197 -7.3368 0.7596
209 C 6.8331 -8.6183 -0.0816
210 O 8.1435 -8.7896 -0.4487
211 C 8.2844 -9.5840 -1.5878
212 H 4.3898 -8.8490 2.8549
213 H 3.4755 -8.1895 3.9069
214 H 4.8108 -9.1224 4.6878
215 H 6.9369 -7.4164 5.0904
216 H 6.9387 -6.1402 3.8477
217 H 7.2862 -9.0034 2.8959
218 H 8.5204 -7.9925 3.6049
219 H 6.8864 -6.3833 0.2583
220 H 5.8172 -7.1918 1.3534
221 H 6.2572 -8.4140 -0.9842
222 H 6.3452 -9.4713 0.3899
223 H 7.7651 -9.0507 -2.3841
224 H 7.7961 -10.5584 -1.6073
225 H 9.3373 -9.7190 -1.8353
226 C -8.3124 -1.4808 -3.8817
227 O -9.5207 -0.8976 -3.3321
228 C -9.5860 0.5059 -3.4586
229 C -10.5413 0.9488 -2.3958
230 N -11.8178 0.0785 -2.4170
231 H -12.0385 -0.0339 -3.3962
232 H -11.6464 -0.8443 -2.0440
233 C -13.1134 0.5058 -1.6457
234 C -12.8291 0.5499 -0.1484
235 O -11.9852 1.6607 0.1533
236 C -12.4957 2.5507 1.1046
237 H -8.1599 -2.5265 -3.6145
238 H -7.4675 -0.9283 -3.4708
239 H -8.3333 -1.5141 -4.9710
240 H -9.8213 0.6161 -4.5172
241 H -8.6188 0.9882 -3.3165
242 H -10.9334 1.9655 -2.4213
243 H -10.1730 0.7068 -1.3989
244 H -13.7974 -0.3120 -1.8727
245 H -13.4091 1.4629 -2.0753
246 H -12.3564 -0.3686 0.1993
247 H -13.7591 0.5565 0.4201
248 H -13.4649 2.9236 0.7732
249 H -11.8447 3.4129 1.2490
250 H -12.6004 2.1226 2.1015

Forces on atoms 1 to 2 (eV/Å):
C -2.82 2.02 5.10
O -0.05 -1.12 -0.77

Mulliken population analysis, charges in e, atoms 1 to 99:
1 C -0.134
2 O -0.156
3 O -0.989
4 C 0.719
5 F -0.277
6 F -0.276
7 F -0.296
8 C -0.139
9 C -1.192
10 H 0.267
11 H 0.401
12 H 0.267
13 H 0.282
14 H 0.271
15 H 0.264
16 C -0.334
17 O -0.139
18 O -0.921
19 C 0.910
20 F -0.261
21 F -0.265
22 F -0.286
23 C -0.132
24 C -1.203
25 H 0.390
26 H 0.310
27 H 0.250
28 H 0.269
29 H 0.266
30 H 0.159
31 C -0.002
32 O -0.272
33 O -0.969
34 C 0.692
35 F -0.311
36 F -0.279
37 F -0.280
38 C -0.141
39 C -1.129
40 H 0.360
41 H 0.309
42 H 0.243
43 H 0.225
44 H 0.294
45 H 0.267
46 C -0.013
47 O -0.283
48 O -0.884
49 C 0.716
50 F -0.288
51 F -0.267
52 F -0.293
53 C -0.041
54 C -1.286
55 H 0.344
56 H 0.245
57 H 0.378
58 H 0.233
59 H 0.259
60 H 0.181
61 C -0.113
62 O -0.245
63 O -0.928
64 C 0.833
65 F -0.279
66 F -0.282
67 F -0.285
68 C -0.255
69 C -1.148
70 H 0.373
71 H 0.295
72 H 0.246
73 H 0.296
74 H 0.312
75 H 0.188
76 C -0.815
77 O -0.220
78 C -0.582
79 C -0.722
80 N -0.247
81 H 0.416
82 H 0.362
83 C -0.774
84 C -0.530
85 O -0.311
86 C -0.777
87 H 0.253
88 H 0.315
89 H 0.339
90 H 0.455
91 H 0.459
92 H 0.449
93 H 0.311
94 H 0.335
95 H 0.479
96 H 0.392
97 H 0.516
98 H 0.318
99 H 0.308